Here is a molecular structure, C30H28CdN2O4P2S3 from the Open Molecules 2025 dataset. Energies are from wB97M-V/def2-TZVPD.

Calculated total energy   -3615.65858 a.u.
Net charge   -2
Gap between HOMO and LUMO   6.383 eV

Geometry (Å):
Cd: -2.70084 0.82025 -0.17063
S: -1.11144 -0.51823 -3.15938
P: 0.15347 0.04990 -1.70387
C: -0.45869 0.91942 -0.39697
P: -0.03014 0.70684 1.23540
S: -1.18333 -0.49356 2.34136
C: 1.73889 0.24963 1.46403
C: 2.72960 1.10890 0.98926
C: 4.07030 0.77806 1.10539
C: 4.43900 -0.42089 1.70418
C: 3.46058 -1.27534 2.18864
C: 2.11663 -0.93919 2.07391
C: -0.06197 2.35097 2.03921
C: 0.51313 2.52576 3.29695
C: 0.45156 3.75553 3.93069
C: -0.21371 4.81708 3.32402
C: -0.80683 4.64125 2.08418
C: -0.71972 3.41519 1.43325
C: 1.10155 -1.43845 -1.17087
C: 2.46757 -1.62931 -1.35530
C: 3.08937 -2.78456 -0.89503
C: 2.35339 -3.76530 -0.24717
C: 0.99356 -3.57299 -0.03865
C: 0.37728 -2.41633 -0.48694
C: 1.43089 1.03688 -2.59245
C: 2.10421 0.53468 -3.70623
C: 3.05748 1.30094 -4.35779
C: 3.33432 2.59162 -3.91718
C: 2.64484 3.10984 -2.83206
C: 1.69719 2.33322 -2.17376
H: 2.44421 2.04551 0.52553
H: 4.82721 1.45386 0.72331
H: 5.48658 -0.68708 1.79117
H: 3.74042 -2.21525 2.65141
H: 1.34037 -1.59665 2.44671
H: 0.99964 1.68734 3.78294
H: 0.90633 3.88448 4.90658
H: -0.28428 5.77312 3.83105
H: -1.36252 5.44697 1.62036
H: -1.19893 3.27481 0.47146
H: 3.06321 -0.86990 -1.84546
H: 4.15802 -2.90640 -1.03475
H: 2.84117 -4.66369 0.11567
H: 0.40993 -4.31206 0.49937
H: -0.67014 -2.25428 -0.27145
H: 1.85768 -0.45862 -4.06320
H: 3.57720 0.89778 -5.21946
H: 4.07395 3.19524 -4.43142
H: 2.83462 4.12351 -2.49789
H: 1.11821 2.72702 -1.34390
O: -5.93589 2.82425 -0.95571
S: -4.91384 2.65958 0.07217
O: -5.17790 3.43815 1.27740
O: -4.78960 1.16767 0.43425
O: -3.53361 2.96307 -0.47886
C: -2.56129 -4.68774 -1.81183
C: -3.10280 -3.58525 -0.96497
C: -3.81838 -3.59805 0.21382
C: -4.00452 -2.24234 0.56522
N: -3.44591 -1.46801 -0.35701
N: -2.91988 -2.29475 -1.27769
C: -4.68104 -1.67106 1.76383
H: -2.83445 -5.65263 -1.38529
H: -1.47201 -4.63384 -1.87291
H: -2.95353 -4.63859 -2.82973
H: -4.15155 -4.46976 0.75548
H: -2.34693 -1.86884 -2.02034
H: -5.63518 -2.17289 1.93960
H: -4.86683 -0.60726 1.61728
H: -4.05592 -1.79924 2.65103

Mulliken atomic charge list, values in e, 2 entries: Cd 1.38; S -0.70

***

Here is a molecular structure, C2H2BeFLiO from the Open Molecules 2025 dataset. Energies are from wB97M-V/def2-TZVPD.

Calculated total energy   -274.10730 a.u.
Net charge   +2
Gap between HOMO and LUMO   7.868 eV

Geometry (Å):
H: 1.08258 0.54432 1.07319
C: -0.48531 0.78709 -0.32875
C: 0.21631 0.08257 0.55535
O: 0.46381 -1.22387 0.37490
Li: 0.90263 -2.19373 1.91476
Be: -0.23766 -1.47285 -0.95203
F: -0.91706 0.05592 -1.45970
H: -0.93108 1.77275 -0.27391

Mulliken atomic charge list, values in e, 2 entries: H 0.37; C -0.03

***

calculated total energy of number 2 (C2H2BeFLiO)?
-274.10730 a.u.